Entry 1:
{"formula": "C3H3N5", "method": "the ωB97M-V functional and the def2-TZVPD basis", "species": ["C", "C", "C", "N", "N", "N", "N", "N", "H", "H", "H"], "positions_angstrom": [[-0.79974, -1.63845, 0.06167], [2.00695, 0.20822, 0.05818], [1.19662, 1.41928, 0.06997], [0.56016, -1.72621, -0.09643], [1.33235, -0.77339, -0.09793], [-0.07773, 1.38022, -0.06735], [-1.63365, -0.62726, 0.09262], [-1.15529, 0.66258, -0.07350], [-1.20895, -2.54686, 0.14840], [1.73601, 2.44433, 0.19928], [-1.95672, 1.19755, -0.29494]], "total_charge": 0, "e_tot_ha": -389.6622, "gap_ev": 8.309, "mol_weight_g_mol": 109.1}

=====

Entry 2:
{"formula": "C26H28N6O2Zn", "method": "the ωB97M-V functional and the def2-TZVPD basis", "species": ["Zn", "C", "O", "C", "C", "O", "C", "H", "H", "H", "H", "H", "H", "H", "H", "H", "H", "C", "C", "N", "C", "C", "C", "C", "C", "C", "C", "C", "N", "C", "N", "H", "H", "H", "H", "H", "H", "H", "H", "H", "C", "C", "N", "C", "C", "C", "C", "C", "C", "C", "C", "N", "C", "N", "H", "H", "H", "H", "H", "H", "H", "H", "H"], "positions_angstrom": [[0.24356, 0.40993, 0.10591], [-2.11695, 0.60836, 2.25463], [-1.57791, 0.10384, 1.01253], [-2.26998, -1.03126, 0.45230], [-1.24028, -2.09886, 0.18349], [-0.17276, -1.51324, -0.58842], [-0.07574, -1.98313, -1.95084], [-3.07400, 1.09156, 2.06686], [-1.40715, 1.33332, 2.64138], [-2.22769, -0.20599, 2.96944], [-2.76703, -0.70937, -0.46479], [-3.02616, -1.39437, 1.14808], [-1.67597, -2.94765, -0.34278], [-0.80543, -2.45506, 1.11852], [0.22143, -3.03002, -1.94723], [0.68646, -1.38743, -2.44533], [-1.03124, -1.86876, -2.46377], [4.09373, 0.64607, 1.78300], [2.94419, 0.89241, 1.07276], [1.81805, 0.17598, 1.27486], [1.81782, -0.77739, 2.21262], [2.92850, -1.08423, 2.98304], [4.09210, -0.36829, 2.73241], [2.90990, -2.17294, 3.97966], [2.02046, -2.41785, 4.94097], [0.86965, -1.60923, 5.39150], [0.02591, -2.11821, 6.36861], [-0.99716, -1.30026, 6.81992], [-1.16438, -0.06140, 6.36515], [-0.29909, 0.33401, 5.43983], [0.69110, -0.37129, 4.90927], [4.98043, 1.23346, 1.59377], [2.91423, 1.65618, 0.30932], [0.89854, -1.32953, 2.34832], [4.99202, -0.59159, 3.29193], [3.76523, -2.83831, 3.92364], [2.19751, -3.29970, 5.54591], [0.15879, -3.11550, 6.76459], [-1.69688, -1.63987, 7.57438], [-0.40938, 1.35303, 5.08301], [-1.29024, 2.38529, -3.24299], [-0.98258, 1.47438, -2.26521], [0.04786, 1.66299, -1.41046], [0.73504, 2.80599, -1.47653], [0.42268, 3.82624, -2.36417], [-0.57735, 3.58010, -3.29265], [1.10813, 5.12759, -2.30422], [1.35751, 5.87659, -1.23288], [1.00503, 5.67272, 0.18398], [1.22239, 6.71074, 1.08135], [0.91115, 6.48668, 2.41116], [0.38825, 5.33680, 2.83151], [0.18266, 4.42518, 1.89279], [0.47215, 4.51462, 0.60044], [-2.08466, 2.17966, -3.94574], [-1.54627, 0.55763, -2.15560], [1.63311, 2.87940, -0.88402], [-0.81653, 4.32557, -4.04087], [1.37945, 5.54959, -3.26657], [1.83885, 6.82972, -1.42121], [1.62651, 7.65867, 0.75436], [1.09014, 7.24296, 3.16598], [-0.26425, 3.49096, 2.21902]], "total_charge": 2, "e_tot_ha": -3265.3871, "gap_ev": 8.628, "mol_weight_g_mol": 521.9}

=====

Entry 3:
{"formula": "C2H2Cl2FNO", "method": "the ωB97M-V functional and the def2-TZVPD basis", "species": ["C", "C", "N", "O", "F", "Cl", "Cl", "H", "H"], "positions_angstrom": [[0.28255, 0.00519, 2.53088], [-3.04983, -0.20583, 1.43315], [0.41971, -0.85682, 1.73672], [0.13086, 0.78762, 3.35072], [-2.28419, -1.08204, 2.05594], [-2.74644, 1.29819, 2.09411], [-1.70850, 0.61435, -0.78046], [-2.26718, 1.00046, -1.94104], [1.16872, -1.36447, 1.30240]], "total_charge": 0, "e_tot_ha": -1227.5474, "gap_ev": 9.556, "mol_weight_g_mol": 145.9}

=====

Across the entries above, energy above the lowest of the compared OMol25 structures with the same formula, charge and spin takes the values 129.55, 0.00, 71.17 kcal per mole, respectively.